Entry a
12
Properties=species:S:1:pos:R:3 method="wB97M-V/def2-TZVPD" homo_energy_ev=-9.88 gap_ha=0.395 total_charge=0 lumo_energy_ha=0.0318 smiles="C=C(C)F.O"
C 0.77098 -1.27068 0.89070
C 0.08399 -0.14868 0.80121
C 0.56728 1.22787 0.52660
F -1.26990 -0.20426 0.95194
H 1.83515 -1.27456 0.77026
H 0.28607 -2.20848 1.09496
H 0.03148 1.64184 -0.32798
H 1.63110 1.21681 0.32140
H 0.36801 1.86780 1.38625
O -1.48911 -0.02695 -2.41481
H -0.72769 -0.59954 -2.31183
H -2.08737 -0.22117 -1.68870

Entry b
12
Properties=species:S:1:pos:R:3 method="wB97M-V/def2-TZVPD" homo_energy_ev=-10.57 gap_ha=0.420 total_charge=0 lumo_energy_ha=0.0317 smiles=CC(C)(O)F
C 1.13033 -0.60777 -0.42888
C -0.20493 -0.16123 0.70456
C -1.38056 0.48060 0.05175
O 0.31080 0.60574 1.73149
F -0.63704 -1.36101 1.23489
H 0.90062 -0.43480 -1.51417
H 1.61958 -1.63635 -0.26868
H 1.81858 0.23511 -0.08806
H -2.04224 -0.20408 -0.55138
H -0.89107 1.16688 -0.70217
H -1.86665 0.94752 0.79998
H 1.22465 0.20964 1.94379

The most stable arrangement is entry a, and the next structure is 47.3 kJ/mol less stable.

Entry a
9
Properties=species:S:1:pos:R:3 method="wB97M-V/def2-TZVPD" homo_energy_ev="-3.53 / -3.72" gap_ha="0.273 / 0.280" total_charge=-1 lumo_energy_ha="0.1427 / 0.1430" smiles="[NH-]NC=S(=O)=O"
N 2.20804 -0.49525 -0.85992
N 1.18099 0.15148 -0.04478
C -0.16937 0.63527 0.18934
S -1.70556 -0.23052 -0.29551
O -1.89521 -0.87231 1.03637
O -2.66042 0.89531 -0.51277
H 1.69773 -1.21705 -1.55549
H 1.66644 0.33847 0.84333
H -0.32264 0.79459 1.19942

Entry b
9
Properties=species:S:1:pos:R:3 method="wB97M-V/def2-TZVPD" homo_energy_ev=-3.57 gap_ha=0.286 total_charge=-1 lumo_energy_ha=0.1549
C 0.23902 0.28778 -0.47852
N 0.08054 2.51783 0.24168
N 0.19741 1.45395 -0.14910
O -1.58702 -1.45659 -1.49706
O -1.80623 -0.81381 0.81475
S -1.62782 -0.32315 -0.55130
H 0.95106 -0.35468 -1.00807
H 1.91394 -0.26855 1.23879
H 1.63910 -1.04278 1.38883

The most stable arrangement is entry b, and the next structure is 94.1 kJ/mol less stable.

Entry a
14
Properties=species:S:1:pos:R:3 method="wB97M-V/def2-TZVPD" spin_multiplicity=3 homo_energy_ev="-10.47 / -17.53" gap_ha="0.181 / 0.374" total_charge=+1 s_squared=2.006 lumo_energy_ha="-0.2040 / -0.2705"
C -1.23703 1.64062 0.12607
C 1.38926 -1.30422 0.09323
C 0.17667 1.07095 0.11922
C 0.14340 -0.39277 -0.35449
N -1.71709 -1.85472 0.18701
N -1.01367 -1.07336 -0.12156
O -2.19487 0.96975 -0.07796
H -1.46225 2.81273 0.30941
H 1.43633 -1.06648 1.19497
H 2.20080 -0.89163 -0.36110
H 1.00781 -2.37399 -0.15960
H 0.62069 1.64298 -0.55824
H 0.56629 1.37931 1.13397
H 0.08366 -0.55918 -1.53093

Entry b
14
Properties=species:S:1:pos:R:3 method="wB97M-V/def2-TZVPD" spin_multiplicity=3 homo_energy_ev="-9.25 / -16.00" gap_ha="0.178 / 0.231" total_charge=+1 s_squared=2.010 lumo_energy_ha="-0.1617 / -0.3568"
C 0.39355 -0.77301 -0.21158
C 0.74508 0.69405 3.07313
C -0.02933 0.44920 -0.81657
C -1.41038 0.74057 -1.29310
N 0.32194 0.13481 0.63244
N 0.84387 -1.94868 -0.36273
O 1.09524 1.41239 3.89758
H 0.28241 0.46271 1.80138
H 0.77093 0.94790 -1.40228
H -2.26970 0.07624 -0.92122
H -1.42753 0.66896 -2.32285
H -1.61004 1.75472 -1.07461
H 1.01220 -2.16904 -1.34972
H 1.28177 -2.45082 0.35012

The most stable arrangement is entry a, and the next structure is 112.3 kJ/mol less stable.

Entry a
11
Properties=species:S:1:pos:R:3 method="wB97M-V/def2-TZVPD" homo_energy_ev=-2.64 gap_ha=0.255 total_charge=-1 lumo_energy_ha=0.1576
C -1.51760 0.80075 -1.19508
C -0.59700 -0.03684 -0.83100
N 1.54659 -0.64227 0.87014
O 1.98547 -1.64182 1.47387
O 2.07735 -0.32397 -0.19977
P 0.47101 0.49407 1.56736
H -1.26914 1.84861 -1.54617
H -2.62176 0.66195 -1.13664
H -0.69659 -1.07050 -0.52758
H 0.48237 0.33218 -1.05366
H 0.13930 -0.42217 2.57852

Entry b
11
Properties=species:S:1:pos:R:3 method="wB97M-V/def2-TZVPD" homo_energy_ev="-2.74 / -2.73" gap_ha="0.255 / 0.255" total_charge=-1 lumo_energy_ha="0.1549 / 0.1549"
C -0.59134 1.71597 0.21224
C 1.07695 -1.32164 -0.10441
N -1.61742 1.14428 -0.20789
O 2.68283 0.65223 -1.28356
O 2.76169 0.44648 1.25522
P 2.01233 0.29269 -0.01380
H -0.53623 2.76325 0.56555
H 0.46988 -1.41485 0.78989
H 0.43996 -1.30073 -0.98261
H 1.78573 -2.15268 -0.16885
H -2.50650 1.68062 -0.22196

The most stable arrangement is entry b, and the next structure is 384.5 kJ/mol less stable.

Entry a
16
Properties=species:S:1:pos:R:3 method="wB97M-V/def2-TZVPD" homo_energy_ev="-9.12 / -7.25" gap_ha="0.307 / 0.221" total_charge=0 lumo_energy_ha="-0.0282 / -0.0455"
C -0.88284 0.26301 1.25565
C -0.82455 0.11801 -1.22268
C 0.38102 0.72128 1.23623
C 0.40107 0.69932 -1.22493
C -1.64766 -0.00762 0.00908
C 1.04321 0.94651 -0.00438
N 1.47832 -1.58496 -0.06167
O 0.46090 -1.99883 -0.55708
O 2.36981 -2.14056 0.51497
Cl 2.62414 1.61995 0.01318
H -1.38794 0.08056 2.19260
H -1.29267 -0.15908 -2.15321
H 0.93102 0.89233 2.14930
H 0.94151 0.85369 -2.14483
H -2.10342 -1.00209 0.05451
H -2.49193 0.69847 -0.05674

Entry b
16
Properties=species:S:1:pos:R:3 method="wB97M-V/def2-TZVPD" homo_energy_ev=-9.25 gap_ha=0.345 total_charge=0 lumo_energy_ha=0.0055 smiles="COC1=CC=N[C@@]1(Cl)C=O"
C -0.43687 2.14007 1.20591
O 0.01898 1.51045 0.02725
C 0.26274 0.22667 0.19573
C 0.28014 -0.63755 1.21838
C 0.53453 -1.94192 0.63228
N 0.81920 -1.95444 -0.61270
C 0.59158 -0.70919 -1.19774
Cl 1.96691 0.00182 -2.04930
C -0.64079 -0.80192 -2.15527
O -1.64122 -0.17088 -2.05417
H -0.74494 3.19824 1.01695
H 0.25884 2.00706 1.91105
H -1.50533 1.75379 1.48468
H 0.09242 -0.26656 2.22615
H 0.61304 -2.86429 1.07986
H -0.46923 -1.49135 -2.92908

The most stable arrangement is entry b, and the next structure is 212.3 kJ/mol less stable.

Entry a
67
Properties=species:S:1:pos:R:3 method="wB97M-V/def2-TZVPD" homo_energy_ev=-7.81 gap_ha=0.279 total_charge=0 lumo_energy_ha=-0.0076
O 1.97743 -0.21464 -1.26110
C 3.13924 -0.00018 -0.61516
C 3.93395 -1.29389 -0.46877
C 3.28699 -2.51866 -0.33151
H 2.20381 -2.53673 -0.23735
C 4.02031 -3.70517 -0.30967
H 3.49216 -4.65891 -0.24352
C 5.41772 -3.65759 -0.35018
H 6.00370 -4.58566 -0.31213
C 6.06759 -2.41552 -0.43677
H 7.15623 -2.36058 -0.44146
C 5.32020 -1.23728 -0.52013
H 5.79271 -0.25830 -0.61297
H 3.78610 0.73914 -1.14612
C 2.71298 2.26297 0.77245
C 2.86049 0.76413 0.84790
H 3.46262 2.81038 1.36164
H 1.72001 2.55446 1.13301
H 2.83673 2.58570 -0.26524
C 3.14545 0.08334 1.97702
C 3.36799 0.69163 3.32472
H 3.25475 -1.00764 1.95435
H 4.38964 0.57232 3.71403
H 2.71884 0.21305 4.05973
H 3.15146 1.76239 3.33079
Lu 0.10998 0.13798 0.41795
Cl 0.00018 -2.32434 0.85288
Cl 0.03048 0.98294 2.77176
H 0.91079 -3.57941 -4.28356
H -1.34725 -3.95896 -3.30314
C 1.16974 -3.07314 -3.34473
C -1.13574 -3.32147 -2.43636
N -0.01900 -2.44218 -2.77549
H 1.92317 -2.29921 -3.53131
C -0.05061 -1.13916 -2.53418
O -0.81587 -0.56563 -1.69860
H -2.00886 -2.70935 -2.18642
H 0.69566 -0.55387 -3.09601
H 1.58358 -3.82231 -2.65570
H -0.87012 -3.96168 -1.58480
H -1.48002 5.07418 -1.76499
H -0.46715 4.35236 -4.18686
C -0.47580 4.78390 -1.42254
C 0.40432 3.99826 -3.61813
N 0.03993 3.68836 -2.23867
H -0.51852 4.46716 -0.37816
C 0.13289 2.45147 -1.77124
O -0.10666 2.14058 -0.55554
H 0.79774 3.09388 -4.08867
H 0.44326 1.68546 -2.48496
H 0.18889 5.64959 -1.53483
H 1.17349 4.78296 -3.63851
N -7.12751 -0.39933 2.83800
C -6.24950 0.64596 2.89326
O -6.46664 1.63159 3.58298
C -4.98056 0.51338 2.08938
C -4.59080 -0.61768 1.35587
C -3.31117 -0.65682 0.77870
N -2.42247 0.35110 0.87094
C -2.83872 1.47617 1.49944
C -4.07581 1.59357 2.12583
H -7.98562 -0.28572 3.36816
H -7.03295 -1.19712 2.24595
H -5.23591 -1.48493 1.24735
H -2.96938 -1.54895 0.23726
H -2.11020 2.28911 1.56175
H -4.30562 2.51163 2.66064

Entry b
67
Properties=species:S:1:pos:R:3 method="wB97M-V/def2-TZVPD" homo_energy_ev=-5.31 gap_ha=0.181 total_charge=0 lumo_energy_ha=-0.0144
O -0.39044 2.67579 -1.69878
C 0.36691 3.37757 -2.40317
C -0.02601 4.61665 -3.05609
C -1.34280 4.91479 -3.48397
H -2.13700 4.17207 -3.33144
C -1.56981 6.11815 -4.14682
H -2.56789 6.35851 -4.52276
C -0.52724 7.03625 -4.34108
H -0.70147 7.97870 -4.86187
C 0.75849 6.76273 -3.86277
H 1.57265 7.46748 -4.00686
C 0.99594 5.57216 -3.18819
H 1.97500 5.31813 -2.78121
H 1.43247 3.11549 -2.43208
C 1.67788 0.16879 -3.04142
C 1.64445 -0.23604 -1.63831
H 2.37607 -0.41597 -3.66412
H 1.98455 1.22348 -3.11084
H 0.67422 0.10171 -3.48291
C 2.16472 -1.25834 -0.98925
C 2.72976 -2.53179 -1.60450
H 2.19813 -1.26711 0.11105
H 3.13258 -2.31330 -2.60543
H 1.95819 -3.31176 -1.72346
H 3.52564 -2.94953 -0.96687
Lu 0.01624 1.18462 -0.15937
Cl -1.71985 0.15607 -1.71690
Cl 1.90488 2.92346 0.17573
H -4.00538 3.91040 -0.61040
H -5.63446 2.73274 0.24418
C -3.13990 3.30613 -0.32940
C -5.04206 1.82549 0.35225
N -3.64491 2.20480 0.49516
H -2.42262 3.90637 0.24274
C -2.82932 1.45002 1.21587
O -1.57944 1.66080 1.29392
H -5.34361 1.29846 1.26173
H -3.29274 0.58736 1.72338
H -2.63998 2.93930 -1.23558
H -5.21859 1.17170 -0.51501
H 2.81430 -0.70371 4.86972
H 2.69175 1.75028 5.60037
C 2.98594 -0.35692 3.84222
C 2.88927 2.00478 4.55294
N 2.39019 0.96326 3.67463
H 2.53165 -1.05851 3.13872
C 1.52483 1.26760 2.71406
O 1.16908 0.47604 1.79081
H 2.36694 2.92450 4.29235
H 1.12365 2.28772 2.74349
H 4.07053 -0.29962 3.67795
H 3.96728 2.13813 4.40720
N -1.45036 -6.08155 -0.58243
C -0.87615 -4.87125 -0.87572
O -0.24431 -4.67627 -1.91572
C -0.99050 -3.82293 0.18311
C -1.20652 -4.08840 1.54524
C -1.12217 -3.03495 2.45031
C -0.82693 -1.74395 1.97555
N -0.58758 -1.48822 0.68800
C -0.71592 -2.49165 -0.18972
H -1.52190 -6.74412 -1.34206
H -2.13165 -6.17232 0.15620
H -1.42118 -5.09894 1.88772
H -1.27301 -3.17270 3.51554
H -0.78687 -0.90004 2.66397
H -0.60957 -2.18850 -1.23574

The most stable arrangement is entry a, and the next structure is 214.0 kJ/mol less stable.